{
  "formula": "C51H89FN2O11S",
  "method": "ωB97M-V/def2-TZVPD",
  "orbital_gap_ev": 7.66,
  "lumo_energy_ev": -0.73,
  "multiplicity": 1,
  "species": ["C", "C", "C", "C", "C", "C", "C", "C", "C", "C", "C", "C", "C", "C", "C", "C", "C", "C", "C", "O", "C", "O", "C", "C", "C", "C", "O", "C", "N", "S", "N", "C", "C", "F", "H", "H", "H", "H", "H", "H", "H", "H", "H", "H", "H", "H", "H", "H", "H", "H", "H", "H", "H", "H", "H", "H", "H", "H", "H", "H", "H", "H", "H", "H", "H", "H", "H", "H", "H", "H", "H", "H", "H", "H", "H", "C", "C", "O", "C", "H", "H", "H", "H", "H", "H", "C", "C", "O", "C", "H", "H", "H", "H", "H", "H", "C", "C", "O", "C", "H", "H", "H", "H", "H", "H", "C", "C", "O", "C", "H", "H", "H", "H", "H", "H", "C", "C", "O", "C", "H", "H", "H", "H", "H", "H", "C", "C", "O", "C", "H", "H", "H", "H", "H", "H", "C", "C", "O", "C", "H", "H", "H", "H", "H", "H", "C", "C", "O", "C", "H", "H", "H", "H", "H", "H"],
  "positions_angstrom": [[-4.8312, -3.4112, -3.9617], [-3.9257, -2.5546, -4.9425], [-3.6138, -1.1869, -4.2370], [-3.7020, 0.0465, -5.2418], [-2.3024, 0.7944, -5.3539], [-2.4298, 2.1414, -4.5723], [-2.4317, 1.8642, -3.0346], [-0.9343, 1.7111, -2.5668], [-0.4953, 2.8011, -1.5407], [-1.4844, 2.9414, -0.3289], [-1.8367, 1.5571, 0.3148], [-1.6790, 1.5838, 1.8903], [-0.4885, 0.7071, 2.3828], [-0.6531, -0.8180, 2.2346], [0.5386, -1.6498, 1.8346], [1.9049, -0.9911, 1.5143], [2.4799, -0.2086, 2.7312], [2.9374, 1.2734, 2.5295], [2.7948, 1.9020, 1.1333], [3.9538, 1.6045, 0.2767], [3.5644, 0.9223, -0.8569], [3.2425, 1.4379, -1.8919], [0.4168, -3.0404, 1.7518], [1.5840, -4.0003, 1.4089], [1.8106, -3.9636, -0.1810], [3.2335, -4.6494, -0.6479], [2.8515, -3.1015, -0.6077], [-0.8795, -3.6944, 2.0023], [-1.0760, -5.0293, 1.9092], [-2.6970, -5.1524, 2.2379], [-3.1615, -3.6095, 2.5043], [-2.0420, -2.8785, 2.3460], [-1.8487, -1.4520, 2.4669], [-2.9637, -0.7548, 2.8375], [-4.7944, -3.0220, -2.9229], [-4.4612, -4.4564, -3.8933], [-5.8799, -3.3928, -4.3136], [-2.9904, -3.1335, -5.0650], [-4.4538, -2.4044, -5.9023], [-2.6010, -1.2758, -3.7543], [-4.3474, -0.9958, -3.4245], [-4.4808, 0.7290, -4.8429], [-3.9636, -0.2721, -6.2688], [-1.4933, 0.2208, -4.8414], [-2.0417, 1.0584, -6.4014], [-1.5966, 2.8286, -4.8430], [-3.3792, 2.6626, -4.8338], [-2.9688, 0.9344, -2.7545], [-2.9758, 2.6961, -2.5501], [-0.7138, 0.7113, -2.1347], [-0.2973, 1.8430, -3.4654], [0.5184, 2.6229, -1.1223], [-0.4795, 3.7735, -2.0768], [-2.4429, 3.4323, -0.6438], [-0.9983, 3.6557, 0.3677], [-2.8423, 1.1971, 0.0385], [-1.0611, 0.8382, -0.0398], [-2.6281, 1.4061, 2.4192], [-1.3935, 2.6349, 2.1234], [0.4051, 1.0510, 1.8231], [-0.2442, 0.9134, 3.4524], [2.6215, -1.7935, 1.2593], [1.7402, -0.4228, 0.5806], [1.7397, -0.2355, 3.5603], [3.3465, -0.7842, 3.1232], [4.0121, 1.3478, 2.8075], [2.4098, 1.9297, 3.2536], [1.8906, 1.6221, 0.5605], [2.7734, 3.0114, 1.2098], [3.5833, -0.1976, -0.7910], [2.5391, -3.6341, 1.8191], [1.3456, -5.0641, 1.6420], [0.9195, -4.1330, -0.8400], [4.2752, -4.2914, -0.5361], [3.2576, -5.1213, 0.3988], [-0.9314, -8.3643, 5.8148], [-0.4729, -8.7791, 4.4386], [0.2857, -9.7099, 4.2826], [-0.9991, -7.9861, 3.2706], [-0.4776, -9.0178, 6.5588], [-0.6239, -7.3361, 6.0157], [-2.0169, -8.4501, 5.8876], [-0.6934, -6.9452, 3.3623], [-2.0884, -8.0571, 3.2347], [-0.5908, -8.3897, 2.3450], [-3.6540, 5.9424, -4.1853], [-3.0377, 5.7650, -2.8256], [-3.4809, 4.9693, -2.0249], [-1.8396, 6.6210, -2.4960], [-4.5027, 5.2661, -4.2887], [-4.0059, 6.9730, -4.2997], [-2.9211, 5.7068, -4.9599], [-2.1123, 7.6767, -2.5429], [-1.0298, 6.4133, -3.1976], [-1.4972, 6.3908, -1.4871], [3.0139, -7.8071, 4.1424], [3.2534, -6.6439, 3.2190], [2.5565, -6.4488, 2.2442], [4.3979, -5.7196, 3.5470], [2.1647, -8.3849, 3.7860], [3.8932, -8.4533, 4.1614], [2.7948, -7.4449, 5.1492], [5.3385, -6.2737, 3.5389], [4.2403, -5.2637, 4.5259], [4.4508, -4.9303, 2.7993], [1.5289, -2.4511, -3.4560], [0.7282, -1.8912, -4.5981], [-0.4599, -1.6989, -4.4759], [1.4556, -1.5757, -5.8800], [0.8637, -2.6216, -2.6115], [1.9877, -3.4004, -3.7386], [2.2981, -1.7372, -3.1567], [1.9044, -2.4837, -6.2865], [2.2282, -0.8274, -5.6945], [0.7490, -1.1776, -6.6075], [8.1403, -3.8104, 4.2195], [7.3389, -3.2578, 3.0677], [6.1508, -3.0482, 3.1698], [8.0780, -2.9771, 1.7839], [7.4841, -3.9638, 5.0752], [8.5828, -4.7682, 3.9400], [8.9241, -3.1050, 4.5004], [8.5177, -3.8986, 1.3979], [8.8591, -2.2352, 1.9582], [7.3810, -2.5849, 1.0445], [-4.0532, 1.3140, 5.2340], [-5.3854, 1.9033, 4.8443], [-5.5286, 3.0952, 4.6938], [-6.5323, 0.9429, 4.6495], [-3.3221, 2.1149, 5.3397], [-4.1418, 0.7912, 6.1883], [-3.7112, 0.6264, 4.4594], [-6.7285, 0.4035, 5.5778], [-6.2958, 0.2377, 3.8505], [-7.4261, 1.5001, 4.3723], [-4.8843, 11.2227, -3.7030], [-4.5417, 9.7802, -3.4317], [-4.1915, 9.0376, -4.3233], [-4.6535, 9.3010, -2.0055], [-4.7608, 11.4294, -4.7651], [-5.9216, 11.4175, -3.4256], [-4.2175, 11.8764, -3.1381], [-5.6807, 9.4129, -1.6549], [-3.9767, 9.8712, -1.3668], [-4.3800, 8.2480, -1.9532], [5.1332, 4.5320, 0.0875], [4.4730, 5.8860, 0.0437], [3.3435, 6.0485, 0.4485], [5.2759, 7.0303, -0.5243], [4.4466, 3.8124, 0.5142], [5.3920, 4.2107, -0.9228], [6.0296, 4.5746, 0.7096], [5.5420, 6.8195, -1.5615], [6.1788, 7.1827, 0.0695], [4.6786, 7.9406, -0.4939]],
  "forces_ev_per_a": [[0.38, -0.13, -0.38], [-0.42, -0.23, 1.87], [0.01, 0.22, -0.91], [1.61, -0.48, 0.53], [-0.90, 1.19, 0.72], [-0.42, -0.40, 0.24], [0.73, 0.17, -0.24], [0.14, 0.52, 0.39], [-1.03, 0.12, 0.14], [-0.51, 0.00, -0.72], [1.15, 0.17, 1.03], [0.33, 0.88, -0.38], [-0.37, -0.11, 0.18], [0.61, -0.49, -0.40], [-0.75, -1.07, 0.19], [-0.73, -0.63, 0.39], [0.12, -0.03, 0.38], [0.25, 0.14, 0.01], [0.14, 0.69, -0.05], [-0.84, -0.82, -0.36], [0.09, -0.36, -0.68], [0.27, 0.06, 0.85], [0.03, -0.07, 0.16], [-0.88, 0.67, -2.34], [1.50, 0.88, -0.73], [-0.47, 0.02, 1.80], [-2.57, -1.14, 2.31], [1.13, 1.09, -0.24], [-2.01, 2.04, 0.54], [0.17, 0.02, -0.06], [1.43, -0.27, -0.28], [0.81, -0.76, -0.30], [-0.01, 0.08, -0.04], [0.62, -0.48, -0.19], [-0.04, -0.09, -0.65], [-0.48, 0.48, -0.22], [0.45, -0.17, 0.35], [-0.40, 0.54, -0.41], [0.45, -0.15, 0.43], [-1.04, 0.31, -0.53], [0.35, -0.27, -0.48], [0.48, -0.22, -0.53], [-0.20, -0.05, 0.66], [-0.65, 0.27, -0.91], [-0.07, -0.57, 0.52], [-0.42, -0.30, 0.34], [0.56, -0.34, -0.09], [0.10, 0.51, -0.49], [0.57, -0.40, 0.03], [-0.27, 0.46, -0.43], [-0.17, -0.34, 0.51], [-0.42, -0.05, -0.49], [0.15, -0.37, 0.34], [1.03, -0.33, 0.18], [-0.33, -0.58, -0.01], [0.54, 0.16, -0.10], [-0.76, 0.15, 0.04], [0.55, -0.10, -0.26], [-0.21, -0.67, 0.15], [-0.58, -0.41, 0.26], [-0.33, -0.04, -0.58], [-0.53, 0.62, -0.07], [0.24, 0.05, 0.54], [0.40, 0.05, -0.56], [-0.51, 0.31, -0.32], [-0.63, 0.06, -0.27], [0.15, -0.34, -0.49], [0.29, 0.08, 0.53], [-0.06, -0.68, 0.08], [0.17, 0.64, 0.37], [-0.44, -0.56, 0.10], [0.17, 1.33, 0.12], [1.02, 0.24, 0.46], [0.16, -1.16, -1.74], [0.46, 1.10, -0.10], [0.20, -0.23, 0.13], [-0.04, -0.20, -0.09], [-0.05, 0.05, 0.07], [0.22, -0.34, -0.08], [-0.01, 0.01, -0.05], [-0.20, 0.06, -0.03], [0.00, 0.21, -0.01], [-0.12, 0.02, 0.03], [-0.01, 0.18, 0.09], [0.01, 0.04, 0.05], [-0.30, -0.20, 0.06], [-0.09, -0.18, -0.04], [-0.04, 0.21, -0.01], [0.02, -0.16, 0.35], [0.08, -0.04, 0.04], [0.29, -0.19, -0.11], [0.02, 0.19, -0.03], [0.11, 0.01, -0.22], [-0.05, 0.18, -0.09], [-0.02, -0.02, -0.04], [-0.31, -0.01, -0.26], [0.03, 0.00, -0.07], [0.36, -0.63, 0.30], [-0.17, 0.12, -0.35], [0.08, -0.03, 0.00], [0.04, 0.08, 0.18], [0.20, -0.06, 0.06], [0.00, 0.01, 0.20], [0.16, -0.09, 0.06], [0.04, -0.01, 0.07], [-0.16, 0.01, 0.10], [-0.04, -0.04, 0.16], [0.02, -0.13, -0.14], [-0.31, 0.11, -0.13], [0.02, 0.04, -0.04], [0.20, 0.10, 0.03], [0.14, -0.15, -0.06], [0.17, 0.07, 0.07], [0.13, -0.15, 0.00], [0.01, -0.02, 0.05], [-0.28, -0.01, 0.16], [-0.15, 0.06, -0.01], [0.05, 0.00, 0.00], [-0.28, 0.08, -0.11], [0.01, 0.02, -0.05], [0.18, 0.10, -0.01], [0.13, -0.13, -0.09], [0.18, 0.07, 0.06], [0.13, -0.15, -0.02], [0.01, -0.01, 0.05], [0.13, 0.28, -0.01], [-0.02, 0.23, -0.01], [0.00, -0.08, 0.01], [-0.17, 0.22, -0.08], [-0.06, 0.00, -0.01], [0.01, -0.17, -0.11], [-0.06, -0.14, 0.19], [0.09, -0.16, -0.09], [0.04, -0.14, 0.15], [0.06, 0.00, 0.01], [0.07, -0.06, -0.31], [0.03, -0.08, -0.11], [-0.06, 0.32, 0.11], [0.10, -0.27, -0.16], [0.00, -0.03, 0.04], [0.07, 0.09, 0.16], [-0.16, 0.03, 0.12], [0.07, 0.14, 0.11], [-0.16, 0.09, 0.07], [-0.05, 0.04, 0.02], [-0.16, 0.14, 0.12], [-0.16, 0.00, 0.06], [0.08, -0.02, -0.01], [-0.27, 0.20, 0.05], [0.08, 0.03, -0.06], [0.16, 0.00, 0.06], [0.12, 0.00, -0.18], [0.18, -0.04, 0.07], [0.10, -0.09, -0.15], [0.01, -0.05, 0.01]],
  "mulliken_charge": [-1.118, -0.376, -0.263, -1.011, 0.156, -1.253, 0.122, -0.439, -0.538, -0.428, 0.039, -1.043, 0.095, 0.232, -0.724, 0.315, -1.323, -1.080, 0.998, -0.376, 0.305, -0.498, -0.072, -1.357, 0.462, -1.190, -0.110, 1.156, -0.626, 0.091, -0.663, 0.372, 0.565, -0.312, 0.313, 0.323, 0.253, 0.157, 0.387, 0.147, 0.419, 0.259, 0.452, -0.435, 0.529, 0.487, 0.286, -0.199, 0.422, -0.004, 0.705, -0.191, 0.252, 0.022, 0.462, 0.511, -0.378, 0.134, 0.551, -0.814, 0.738, 0.450, -0.090, 0.372, 0.503, 0.473, 0.322, -0.806, 0.377, 0.411, 0.332, 0.649, 0.445, 0.461, 0.242, -1.226, 0.783, -0.581, -0.766, 0.325, 0.289, 0.378, 0.009, 0.528, 0.292, -0.969, 1.263, -0.610, -1.409, 0.299, 0.170, 0.311, 0.332, 0.381, 0.327, -1.357, 0.981, -0.602, -0.899, 0.214, 0.389, 0.342, 0.408, 0.325, 0.024, -0.703, 0.686, -0.464, -1.385, -0.046, 0.473, 0.274, 0.406, 0.323, 0.322, -1.198, 0.885, -0.491, -1.126, 0.280, 0.335, 0.394, 0.328, 0.362, 0.256, -0.503, 0.839, -0.569, -1.101, 0.257, 0.451, -0.198, 0.325, 0.276, 0.311, -1.248, 0.893, -0.593, -0.888, 0.332, 0.323, 0.326, 0.406, 0.312, 0.049, -0.202, 0.838, -0.554, -1.205, -0.411, 0.307, 0.371, 0.310, 0.315, 0.325]
}